Record 1
{
  "formula": "C41H55NP",
  "method": "ωB97M-V with the def2-TZVPD basis set",
  "total_charge": 1,
  "species": ["C", "C", "C", "C", "P", "C", "C", "C", "C", "C", "C", "C", "C", "C", "C", "C", "C", "C", "C", "H", "H", "H", "H", "H", "H", "H", "H", "H", "H", "H", "H", "H", "H", "H", "H", "H", "H", "H", "H", "H", "H", "H", "H", "H", "H", "H", "H", "H", "H", "H", "H", "H", "C", "C", "C", "C", "C", "N", "C", "C", "C", "C", "C", "C", "C", "C", "C", "C", "C", "C", "C", "C", "C", "C", "C", "C", "H", "H", "H", "H", "H", "H", "H", "H", "H", "H", "H", "H", "H", "H", "H", "H", "H", "H", "H", "H", "H", "H"],
  "xyz": [[-4.985, -3.575, -3.031], [-3.701, -3.373, -3.842], [-2.993, -2.080, -3.427], [-2.736, -2.022, -1.913], [-1.981, -0.407, -1.351], [-0.371, -0.460, -2.319], [0.550, 0.710, -1.946], [1.844, 0.691, -2.772], [2.605, -0.624, -2.574], [1.706, -1.818, -2.911], [0.388, -1.786, -2.124], [-3.000, 0.849, -2.325], [-4.521, 0.649, -2.183], [-5.321, 1.679, -2.991], [-4.929, 3.117, -2.635], [-3.415, 3.312, -2.769], [-2.647, 2.289, -1.918], [-3.944, -2.397, -1.036], [-4.662, -3.660, -1.534], [-5.666, -2.728, -3.208], [-5.506, -4.481, -3.361], [-3.024, -4.222, -3.666], [-3.923, -3.346, -4.917], [-2.048, -1.984, -3.981], [-3.613, -1.229, -3.737], [-1.961, -2.774, -1.684], [-0.674, -0.363, -3.379], [0.051, 1.674, -2.086], [0.802, 0.624, -0.877], [1.585, 0.797, -3.836], [2.474, 1.547, -2.501], [3.507, -0.643, -3.196], [2.930, -0.703, -1.526], [1.470, -1.793, -3.985], [2.227, -2.763, -2.715], [0.600, -1.914, -1.050], [-0.214, -2.649, -2.435], [-2.713, 0.697, -3.382], [-4.835, -0.353, -2.497], [-4.784, 0.748, -1.118], [-5.129, 1.511, -4.061], [-6.395, 1.521, -2.826], [-5.466, 3.826, -3.274], [-5.226, 3.321, -1.597], [-3.133, 3.174, -3.823], [-3.128, 4.331, -2.480], [-2.912, 2.427, -0.859], [-1.573, 2.480, -2.009], [-3.603, -2.545, -0.001], [-4.666, -1.569, -1.003], [-5.579, -3.817, -0.953], [-4.007, -4.526, -1.362], [7.492, 0.498, -0.855], [7.258, 1.880, -0.842], [6.448, 2.437, 0.148], [5.874, 1.615, 1.122], [5.029, 2.240, 2.207], [3.991, 1.321, 2.739], [4.033, 0.998, 4.190], [2.752, 1.394, 4.883], [2.185, 0.567, 5.856], [0.940, 0.896, 6.396], [0.274, 2.052, 5.971], [0.850, 2.884, 5.008], [2.106, 2.573, 4.493], [2.942, 0.979, 1.993], [1.961, 0.060, 2.406], [0.675, 0.024, 1.901], [-0.336, -0.862, 2.425], [-1.712, -0.570, 2.232], [-2.700, -1.370, 2.796], [-2.345, -2.497, 3.550], [-0.993, -2.819, 3.735], [0.003, -2.015, 3.180], [6.114, 0.237, 1.117], [6.919, -0.323, 0.120], [8.127, 0.065, -1.627], [7.707, 2.529, -1.594], [6.243, 3.511, 0.189], [5.655, 2.546, 3.059], [4.523, 3.140, 1.817], [4.246, -0.077, 4.325], [4.885, 1.553, 4.609], [2.717, -0.343, 6.154], [0.495, 0.244, 7.148], [-0.693, 2.313, 6.399], [0.339, 3.781, 4.649], [2.562, 3.205, 3.726], [2.851, 1.467, 1.016], [2.209, -0.598, 3.242], [0.372, 0.778, 1.172], [-1.974, 0.313, 1.646], [-3.750, -1.110, 2.649], [-3.122, -3.124, 3.990], [-0.712, -3.702, 4.313], [1.056, -2.273, 3.323], [5.660, -0.388, 1.891], [7.094, -1.401, 0.122]],
  "atomic_forces_ev_per_a": [[0.102, -0.022, 0.059], [-0.052, 0.052, 0.038], [-0.153, -0.036, -0.129], [0.308, -0.083, 0.087], [-0.169, -0.052, 0.021], [-0.412, 0.054, -0.279], [0.130, 0.039, -0.219], [0.005, -0.125, 0.085], [-0.120, -0.012, -0.057], [-0.031, 0.126, 0.040], [0.030, -0.005, -0.080], [0.356, -0.221, -0.233], [-0.106, 0.029, 0.086], [0.157, 0.118, -0.029], [0.083, -0.122, 0.025], [-0.088, -0.140, 0.047], [-0.097, 0.115, -0.095], [-0.297, 0.079, -0.013], [0.088, 0.045, -0.033], [0.077, -0.128, -0.010], [0.066, 0.148, 0.069], [-0.122, 0.040, -0.060], [0.066, -0.039, 0.186], [-0.151, -0.030, 0.187], [0.120, -0.245, -0.007], [-0.254, 0.164, -0.027], [0.360, -0.012, 0.219], [0.135, -0.257, 0.067], [-0.023, 0.028, -0.168], [0.067, 0.048, 0.166], [-0.063, -0.103, -0.081], [-0.090, 0.011, 0.113], [-0.004, 0.015, -0.092], [0.065, -0.036, 0.148], [-0.073, 0.156, -0.065], [-0.037, -0.016, -0.102], [0.122, 0.255, 0.073], [-0.182, 0.197, 0.192], [0.129, 0.357, 0.105], [0.016, -0.044, -0.141], [-0.066, 0.017, 0.122], [0.196, 0.022, -0.052], [0.054, -0.067, 0.104], [0.006, 0.023, -0.108], [0.013, 0.094, 0.126], [-0.048, -0.143, -0.072], [0.068, -0.006, -0.105], [-0.268, -0.027, 0.040], [-0.022, 0.056, -0.207], [0.160, -0.289, 0.057], [0.185, -0.016, -0.072], [-0.136, 0.045, -0.025], [-0.092, 0.154, 0.106], [-0.052, -0.158, 0.193], [-0.108, -0.216, 0.113], [0.123, -0.262, -0.097], [-0.267, 0.241, -0.092], [-0.873, 0.007, -0.449], [0.383, -0.311, -0.022], [-0.317, 0.188, 0.138], [-0.022, 0.174, -0.319], [0.109, 0.177, 0.008], [0.072, -0.106, -0.004], [0.267, 0.008, 0.085], [-0.178, -0.316, 0.013], [0.976, 0.534, 0.435], [-0.776, -0.496, 0.020], [1.007, 0.291, 0.569], [-0.843, -0.603, 0.335], [0.563, 0.121, 0.025], [0.167, -0.100, 0.110], [0.199, 0.294, -0.215], [0.157, 0.191, -0.170], [-0.229, 0.158, -0.020], [0.088, 0.178, -0.269], [-0.088, 0.180, 0.141], [-0.188, 0.108, 0.197], [-0.109, -0.244, 0.172], [0.157, -0.324, -0.171], [-0.275, -0.081, -0.315], [0.213, -0.267, 0.182], [-0.099, 0.365, -0.038], [-0.227, -0.245, -0.195], [-0.301, 0.288, -0.040], [0.068, 0.231, -0.203], [0.213, -0.136, -0.137], [0.094, -0.288, 0.256], [-0.213, -0.109, 0.290], [0.170, -0.106, 0.241], [-0.096, 0.309, -0.290], [0.007, -0.279, 0.050], [0.010, -0.368, 0.173], [0.319, -0.119, 0.046], [0.235, 0.169, -0.128], [-0.111, 0.281, -0.200], [-0.454, -0.027, -0.034], [0.216, 0.094, -0.318], [0.004, 0.363, -0.079]],
  "mulliken_charge": [-0.598, -1.074, -0.603, -0.094, 0.736, 0.118, 0.573, -1.159, -0.411, -1.066, -0.774, 0.041, -0.583, -0.982, -0.754, -0.882, -0.296, -0.619, -0.951, 0.281, 0.391, 0.368, 0.404, 0.219, 0.114, 0.839, 0.701, -0.205, -0.613, 0.373, 0.443, 0.393, 0.110, 0.341, 0.440, 0.176, 0.274, 0.613, -0.135, 0.352, 0.327, 0.386, 0.397, 0.323, 0.330, 0.397, 0.288, -0.088, 0.134, 0.297, 0.388, 0.332, -0.465, -0.586, -0.614, 0.914, -1.112, 0.465, -0.987, 0.532, -0.413, -0.689, -0.439, -0.809, -0.104, -0.861, -0.524, 0.247, 0.719, -0.322, -0.600, -0.405, -0.849, -0.404, -0.152, -0.726, 0.404, 0.406, 0.377, 0.458, 0.418, 0.295, 0.596, 0.426, 0.405, 0.415, 0.424, 0.393, 0.715, 0.152, 0.584, 0.256, 0.427, 0.436, 0.425, 0.446, 0.308, 0.401]
}

Record 2
{
  "formula": "C41H56Br9FO24",
  "method": "ωB97M-V with the def2-TZVPD basis set",
  "species": ["F", "C", "C", "C", "C", "C", "C", "H", "H", "H", "H", "H", "C", "C", "C", "O", "C", "O", "O", "H", "H", "H", "H", "H", "H", "C", "C", "C", "O", "C", "O", "O", "H", "H", "H", "H", "H", "H", "C", "C", "C", "O", "C", "O", "O", "H", "H", "H", "H", "H", "H", "C", "C", "C", "O", "C", "O", "O", "H", "H", "H", "H", "H", "H", "C", "C", "C", "O", "C", "O", "O", "H", "H", "H", "H", "H", "H", "C", "C", "C", "O", "C", "O", "O", "H", "H", "H", "H", "H", "H", "C", "C", "C", "O", "C", "O", "O", "H", "H", "H", "H", "H", "H", "C", "C", "C", "O", "C", "O", "O", "H", "H", "H", "H", "H", "H", "C", "Br", "Br", "Br", "H", "C", "Br", "Br", "Br", "H", "C", "Br", "Br", "Br", "H"],
  "xyz": [[7.347, 1.807, 3.923], [6.279, 1.161, 3.469], [6.178, 0.842, 2.145], [5.100, 0.088, 1.738], [4.097, -0.292, 2.588], [4.181, 0.083, 3.929], [5.287, 0.821, 4.384], [6.974, 1.183, 1.496], [4.992, -0.195, 0.704], [3.241, -0.864, 2.259], [3.482, -0.184, 4.715], [5.432, 1.047, 5.443], [-3.738, 2.258, 2.857], [-4.370, 2.311, 1.498], [-4.322, 0.969, 0.713], [-5.658, 0.862, 0.246], [-6.452, 1.731, 0.839], [-7.694, 1.804, 0.757], [-5.748, 2.589, 1.615], [-4.206, 1.577, 3.585], [-3.783, 3.283, 3.253], [-2.689, 2.022, 2.730], [-3.902, 3.108, 0.913], [-4.138, 0.170, 1.426], [-3.623, 0.905, -0.122], [-0.103, -3.411, 0.084], [-1.516, -3.889, -0.283], [-1.521, -5.118, -1.202], [-2.063, -6.170, -0.373], [-2.446, -5.692, 0.832], [-2.974, -6.418, 1.657], [-2.181, -4.312, 0.975], [0.523, -4.287, 0.290], [-0.186, -2.746, 0.963], [0.384, -2.826, -0.698], [-2.102, -3.138, -0.804], [-0.538, -5.519, -1.475], [-2.151, -4.951, -2.080], [1.509, -4.100, -3.967], [0.509, -2.957, -3.774], [0.425, -1.990, -4.925], [-0.921, -1.940, -5.279], [-1.628, -2.777, -4.546], [-2.866, -2.982, -4.601], [-0.832, -3.455, -3.692], [1.589, -4.719, -3.070], [2.470, -3.731, -4.321], [1.171, -4.679, -4.831], [0.726, -2.401, -2.856], [0.920, -2.367, -5.804], [0.760, -1.003, -4.665], [0.784, 1.323, 1.994], [0.241, 1.160, 0.580], [1.127, 0.227, -0.193], [0.278, -0.240, -1.222], [-0.991, -0.162, -0.748], [-1.992, -0.675, -1.296], [-1.058, 0.539, 0.386], [1.734, 1.843, 1.934], [0.933, 0.326, 2.429], [0.083, 1.846, 2.649], [0.149, 2.133, 0.104], [1.367, -0.626, 0.434], [1.919, 0.726, -0.700], [5.894, -5.042, -0.292], [4.427, -4.583, -0.617], [3.663, -4.206, 0.635], [2.950, -3.015, 0.299], [3.480, -2.499, -0.839], [3.087, -1.468, -1.391], [4.467, -3.295, -1.305], [6.503, -4.344, 0.255], [6.379, -5.159, -1.262], [5.889, -5.997, 0.235], [3.840, -5.272, -1.214], [4.302, -3.993, 1.501], [2.937, -5.000, 0.822], [-3.375, 7.524, 4.613], [-3.642, 6.180, 3.820], [-4.189, 6.472, 2.365], [-3.417, 5.592, 1.538], [-2.336, 5.147, 2.235], [-1.454, 4.403, 1.740], [-2.331, 5.553, 3.493], [-2.721, 8.188, 4.040], [-2.874, 7.281, 5.548], [-4.339, 8.017, 4.825], [-4.204, 5.439, 4.406], [-3.899, 7.476, 2.041], [-5.233, 6.219, 2.206], [-4.946, -2.141, -0.862], [-4.975, -1.786, -2.344], [-6.045, -2.462, -3.148], [-6.639, -1.394, -3.852], [-6.143, -0.207, -3.425], [-6.523, 0.857, -3.882], [-5.212, -0.404, -2.510], [-4.090, -1.648, -0.413], [-4.822, -3.206, -0.685], [-5.873, -1.763, -0.412], [-4.002, -1.987, -2.785], [-6.821, -2.927, -2.548], [-5.597, -3.154, -3.848], [3.136, 0.956, -3.342], [3.315, 1.268, -4.846], [3.507, -0.041, -5.652], [2.597, 0.210, -6.738], [1.807, 1.276, -6.545], [0.909, 1.592, -7.277], [2.152, 1.907, -5.410], [4.096, 0.558, -2.993], [2.345, 0.228, -3.159], [2.976, 1.875, -2.797], [4.154, 1.955, -4.990], [3.006, -0.845, -5.115], [4.511, -0.229, -6.016], [3.654, 4.684, -0.319], [4.478, 4.719, -2.007], [3.389, 2.863, 0.167], [1.947, 5.564, -0.369], [4.310, 5.133, 0.406], [2.815, 3.668, 5.063], [3.904, 4.174, 3.551], [0.937, 3.592, 4.524], [2.947, 5.045, 6.425], [3.205, 2.713, 5.372], [-1.269, 0.152, 5.615], [0.655, -0.086, 5.912], [-2.210, -0.915, 6.930], [-1.698, -0.537, 3.867], [-1.496, 1.200, 5.747]],
  "atomic_forces_ev_per_a": [[0.579, 0.436, 0.065], [-0.971, -0.225, 0.868], [0.658, 0.181, -0.090], [-0.225, -0.080, -1.094], [-0.662, -0.010, 1.318], [1.002, 0.613, 0.763], [-0.140, -0.555, -0.265], [-0.111, -0.175, -0.237], [0.181, 0.020, -0.341], [0.064, -0.060, -0.196], [-0.335, -0.213, -0.477], [-0.118, 0.036, -0.359], [0.050, 0.782, 0.362], [0.932, -0.491, -0.614], [-0.070, 0.726, 0.717], [-0.400, -0.689, -0.661], [-4.299, 1.111, 0.450], [4.071, -0.563, -0.015], [-0.510, -0.152, -0.198], [0.030, 0.100, -0.510], [0.001, -0.357, 0.239], [0.254, -0.133, 0.102], [-0.053, -0.031, 0.041], [0.089, -0.377, -0.057], [-0.223, 0.153, 0.150], [-0.662, 0.200, 0.217], [0.705, -0.050, 0.291], [-0.138, -0.770, 0.657], [-0.253, 0.819, 0.292], [-1.054, -0.675, 1.385], [1.233, 2.109, -1.381], [0.102, -2.081, -1.867], [-0.086, 0.248, 0.264], [0.227, -0.430, -0.211], [-0.223, -0.116, -0.190], [-0.118, 0.449, 0.588], [-0.047, 0.621, -0.249], [0.152, -0.279, 0.150], [-0.695, 0.338, -0.618], [0.681, -0.226, 0.779], [0.716, -0.203, -0.572], [-1.613, 0.522, -0.301], [-4.418, -1.374, 0.426], [4.465, 0.898, -0.011], [-0.051, -0.082, 0.153], [0.120, 0.041, -0.244], [0.241, 0.261, 0.557], [-0.225, -0.369, 0.258], [-0.115, -0.176, 0.023], [0.688, 0.048, -0.326], [0.188, 0.460, 0.016], [-1.454, -0.903, -0.016], [0.663, 0.748, 0.316], [-0.630, 0.211, 0.008], [-1.606, -0.509, -0.431], [-2.966, -1.595, -1.886], [3.347, 1.461, 1.570], [0.279, -0.251, 0.446], [-0.039, 0.130, 0.142], [0.119, 0.179, 0.036], [0.258, 0.079, -0.323], [0.131, 0.224, -0.095], [0.666, -0.040, 0.002], [0.961, 0.012, 0.156], [-1.310, -0.306, -1.520], [1.762, 1.159, 1.232], [-0.450, -0.529, 0.349], [0.202, 0.526, -0.733], [-0.846, 1.575, -1.128], [1.202, -2.717, 1.521], [-0.337, 0.007, -0.158], [-0.311, 0.582, 0.389], [0.171, -0.321, 0.065], [-0.071, -0.005, -0.098], [0.301, -0.200, -0.299], [-0.166, -0.182, -0.182], [0.033, 0.263, 0.551], [-0.455, -1.478, -0.480], [0.863, 1.636, -0.627], [0.851, -0.524, 0.842], [0.892, -0.668, 0.529], [2.375, -2.475, -2.354], [-2.915, 2.516, 1.552], [-1.103, 0.524, 0.545], [-0.214, -0.154, -0.049], [-0.095, 0.070, 0.070], [0.436, -0.188, -0.101], [0.058, 0.339, -0.325], [-0.536, 0.056, 0.273], [-0.051, 0.274, 0.115], [-0.222, 0.652, -0.304], [1.295, -0.941, 1.066], [-0.257, -0.026, -0.091], [-0.392, 0.540, -0.552], [-1.417, 1.624, -1.800], [0.896, -1.816, 1.155], [0.172, 0.876, 0.460], [0.006, 0.138, 0.170], [-0.202, -0.206, -0.157], [0.227, -0.275, 0.124], [0.109, -0.015, -0.045], [-0.018, -0.265, 0.166], [-0.134, -0.302, -0.187], [0.649, 0.433, -1.066], [0.398, -0.321, 1.204], [-2.096, 1.470, 0.025], [0.558, -0.776, -1.142], [-0.984, 0.303, -0.581], [0.945, -0.234, 0.743], [0.374, -0.369, 0.327], [-0.252, -0.167, 0.045], [0.030, 0.105, -0.020], [-0.286, 0.221, 0.202], [-0.067, -0.053, 0.024], [0.844, -0.409, 0.212], [-0.079, -0.156, 0.035], [-0.662, -0.126, 0.012], [0.622, 0.317, -0.910], [0.240, -0.554, 0.298], [0.034, 0.239, 0.215], [-0.024, 0.234, 0.186], [-0.584, 1.107, -0.466], [0.058, -0.079, 0.007], [0.555, -0.099, 0.234], [0.235, -0.505, 0.070], [-0.260, -0.152, 0.387], [0.601, -1.182, 0.191], [-0.295, 0.274, -0.020], [-0.042, 0.417, -0.011], [-0.081, 0.299, 0.041], [-0.124, 0.022, -0.201]],
  "mulliken_charge": [-0.356, 0.440, -0.539, -0.480, -0.526, -0.515, -0.700, 0.511, 0.545, 0.666, 0.391, 0.514, -0.543, 1.159, 0.008, -0.247, 0.485, -0.655, -0.475, 0.482, -0.331, -0.204, 0.027, 0.176, 0.006, -1.021, 2.235, -0.186, -0.398, 0.363, -0.578, -0.402, 0.474, 0.253, -0.399, -0.934, 0.146, 0.291, -1.667, 2.546, -0.343, -0.324, 0.483, -0.648, -0.285, 0.143, 0.370, 0.523, -1.223, 0.295, 0.082, 0.291, 0.449, 0.265, -0.426, 0.093, -0.456, 0.211, 0.010, 0.077, -0.482, 0.121, -0.170, -0.049, -1.482, 0.357, -0.632, -0.153, 0.695, -0.263, -0.398, 0.358, 0.371, 0.409, 0.333, 0.331, 0.319, -1.421, 0.312, -0.466, -0.302, 0.639, -0.537, -0.201, 0.362, 0.362, 0.376, 0.344, 0.321, 0.310, -1.140, 1.939, -0.315, -0.353, 0.558, -0.623, -0.250, -0.341, 0.457, 0.550, -1.039, 0.292, 0.286, -0.495, 0.285, 0.040, -0.408, 0.690, -0.558, -0.389, 0.329, -0.223, 0.030, 0.471, -0.156, 0.404, -0.486, -0.036, 0.159, -0.008, 0.419, -0.386, -0.034, 0.126, -0.031, 0.304, -0.466, -0.021, -0.038, 0.093, 0.448]
}

Calculated HOMO level, -10.15 -9.87 eV (same order as the records).
Calculated frontier orbital gap, 5.86 9.32 eV (same order as the records).
Calculated E, -54183.2770 -725665.3247 eV (same order as the records).